Record 1
ORCA calculation (the ωB97M-V functional and the def2-TZVPD basis) on a 17-piece molecular cluster, C24H85N3O23 overall at a distorted geometry.

```
135
Properties=species:S:1:pos:R:3:mulliken_charge:R:1
O -1.663 4.981 0.247 -0.60
H -1.083 5.689 0.526 0.30
H -2.003 5.268 -0.600 0.28
O -2.167 -5.418 2.739 -0.58
H -2.002 -4.735 3.389 0.31
H -1.321 -5.850 2.624 0.28
O -4.226 3.635 2.786 -0.63
H -3.602 3.917 2.118 0.32
H -3.689 3.473 3.562 0.30
O -1.148 1.601 -5.573 -0.59
H -1.682 0.890 -5.220 0.30
H -1.759 2.129 -6.086 0.29
O 6.144 -2.009 -4.252 -0.62
H 6.703 -2.429 -4.905 0.31
H 6.677 -1.986 -3.458 0.32
O -5.592 -1.540 -0.586 -0.65
H -4.845 -1.052 -0.240 0.30
H -5.325 -2.458 -0.531 0.32
O -4.351 -5.233 -0.131 -0.62
H -3.806 -5.139 -0.912 0.32
H -3.729 -5.388 0.579 0.30
O -2.006 -4.744 -2.951 -0.56
H -1.814 -5.501 -3.505 0.29
H -1.165 -4.520 -2.551 0.28
C -5.319 -2.843 -5.255 -0.42
C -4.409 -1.592 -5.440 -0.37
O -3.490 -1.369 -4.382 -0.40
O -6.277 -2.569 -4.288 -0.51
H -4.728 -3.684 -4.893 0.25
H -5.729 -3.228 -6.189 0.34
H -4.968 -0.664 -5.560 0.27
H -3.786 -1.795 -6.311 0.28
H -3.078 -2.205 -4.149 0.25
H -5.865 -2.347 -3.450 0.31
C -4.486 -3.159 5.820 -0.43
C -5.739 -4.075 5.493 -0.36
O -5.642 -4.675 4.207 -0.50
O -3.220 -3.689 5.714 -0.52
H -4.537 -2.743 6.827 0.37
H -4.487 -2.244 5.228 0.29
H -6.612 -3.429 5.583 0.28
H -5.976 -4.912 6.150 0.26
H -4.705 -4.813 4.045 0.31
H -2.574 -3.330 6.326 0.28
C 0.931 0.706 6.814 -0.11
C -0.336 0.084 7.359 -0.58
O -0.076 -1.283 7.619 -0.53
O 0.639 2.075 6.425 -0.52
H 1.183 0.269 5.847 0.17
H 1.815 0.680 7.452 0.27
H -1.220 0.078 6.720 0.36
H -0.628 0.543 8.303 0.35
H 0.363 -1.314 8.472 0.31
H -0.287 2.119 6.175 0.28
C 3.627 -6.591 -2.643 -0.26
C 4.145 -6.839 -1.186 -0.41
O 5.005 -7.980 -1.142 -0.52
O 2.389 -7.288 -2.747 -0.53
H 4.296 -6.917 -3.438 0.28
H 3.306 -5.569 -2.846 0.24
H 3.314 -6.838 -0.480 0.30
H 4.700 -5.985 -0.798 0.32
H 5.123 -8.279 -0.238 0.29
H 1.980 -7.028 -3.576 0.29
C 3.256 4.695 -0.467 -0.48
C 3.449 3.475 0.397 -0.08
O 4.720 3.542 0.975 -0.52
O 3.920 4.791 -1.713 -0.50
H 3.450 5.639 0.041 0.30
H 2.212 4.531 -0.736 0.27
H 3.359 2.564 -0.194 0.17
H 2.684 3.302 1.154 0.29
H 4.949 2.779 1.512 0.25
H 3.568 4.233 -2.411 0.28
C 2.760 3.508 -5.830 -0.50
C 3.466 2.117 -5.823 -0.34
O 4.254 1.813 -4.727 -0.47
O 1.873 3.634 -4.694 -0.44
H 2.155 3.415 -6.732 0.30
H 3.388 4.396 -5.768 0.33
H 4.002 2.026 -6.768 0.29
H 2.728 1.315 -5.846 0.30
H 4.554 0.903 -4.778 0.28
H 1.194 2.967 -4.823 0.23
C -5.610 3.598 -2.772 -1.45
C -5.022 4.684 -3.673 0.40
C -5.727 6.066 -3.339 -0.71
O -5.281 6.966 -4.323 -0.32
C -6.027 8.182 -4.050 -0.78
N -3.615 4.691 -3.312 -0.51
H -5.313 2.580 -3.024 0.36
H -6.693 3.679 -2.859 0.41
H -5.474 3.823 -1.714 0.32
H -5.139 4.410 -4.722 0.30
H -5.474 6.330 -2.312 0.35
H -6.791 5.836 -3.391 0.37
H -5.739 8.933 -4.786 0.29
H -5.925 8.595 -3.047 0.31
H -7.091 8.057 -4.249 0.32
H -3.175 3.840 -3.630 0.14
H -3.182 5.396 -3.891 0.24
C 6.647 1.015 6.551 -1.38
C 7.359 -0.126 5.750 0.59
C 7.799 0.299 4.309 -0.76
O 6.703 0.482 3.432 -0.18
C 6.137 -0.738 2.981 -0.79
N 8.563 -0.324 6.523 -0.72
H 5.689 1.298 6.116 0.31
H 7.260 1.909 6.667 0.35
H 6.437 0.694 7.571 0.40
H 6.837 -1.079 5.670 0.24
H 8.478 -0.472 3.942 0.32
H 8.263 1.285 4.339 0.28
H 6.867 -1.218 2.328 0.35
H 5.461 -0.447 2.178 0.24
H 5.683 -1.423 3.698 0.28
H 9.039 -1.179 6.275 0.23
H 8.273 -0.447 7.483 0.24
C -0.546 0.258 1.563 -1.83
C -0.487 -0.168 0.126 0.97
C -0.093 -1.652 -0.061 -0.87
O 0.278 -2.003 -1.358 -0.37
C 1.293 -1.251 -1.937 -0.68
N -1.728 0.065 -0.516 -0.54
H -1.381 -0.120 2.153 0.32
H -0.509 1.344 1.646 0.40
H 0.421 0.023 2.008 0.42
H 0.242 0.437 -0.411 0.17
H -0.846 -2.378 0.245 0.35
H 0.776 -1.880 0.557 0.38
H 1.649 -1.801 -2.808 0.24
H 2.001 -1.242 -1.109 0.37
H 0.864 -0.304 -2.265 0.20
H -1.442 -0.094 -1.472 0.25
H -1.842 1.068 -0.484 0.22
```

For the total energy, the calculation gives -2859.87178 hartree. The value obtained for the lowest unoccupied orbital energy is -0.19 eV. The value obtained for the orbital gap is 9.299 eV. The calculation puts the HOMO energy at -9.5 eV. As for the spin multiplicity: 1.

---

Record 2
ORCA calculation (the ωB97M-V functional and the def2-TZVPD basis) on C24H9BrF4MgN8O4 as an isolated structure.

```
51
Properties=species:S:1:pos:R:3:mulliken_charge:R:1
Mg 1.158 1.328 -0.105 0.87
F -0.912 -0.868 0.553 -0.16
C -2.022 -1.331 1.166 0.20
C -2.549 -2.491 0.739 -0.03
F -1.969 -3.111 -0.264 -0.27
C -3.728 -3.073 1.354 0.13
C -4.273 -2.315 2.465 0.37
C -3.730 -1.154 2.884 -0.18
F -4.271 -0.510 3.900 -0.28
C -2.571 -0.574 2.257 0.64
C -2.042 0.628 2.687 0.87
C -0.928 1.194 2.031 0.56
N -0.016 1.660 1.499 -0.78
C -2.522 1.437 3.766 -0.39
N -2.835 2.169 4.593 -0.39
F -5.332 -2.777 3.082 -0.25
C -4.277 -4.243 0.916 1.35
C -5.443 -4.834 1.496 -0.23
N -6.395 -5.335 1.898 -0.34
C -3.744 -5.001 -0.175 -0.18
N -3.339 -5.653 -1.030 -0.38
N 4.015 -1.007 4.173 -0.38
C 3.959 -1.972 3.217 0.19
O 4.023 -3.158 3.425 -0.53
C 3.719 -1.498 1.800 0.08
C 4.255 -2.235 0.750 -0.14
C 3.972 -1.865 -0.554 -0.87
C 3.121 -0.800 -0.771 -0.03
N 2.570 -0.100 0.239 -0.24
C 2.883 -0.441 1.505 -0.12
H 4.239 -1.328 5.104 0.25
H 4.320 -0.078 3.937 0.23
H 4.876 -3.093 0.975 0.52
H 4.383 -2.404 -1.395 0.44
H 2.856 -0.498 -1.777 0.46
H 2.415 0.132 2.297 0.53
O 2.968 4.512 -0.277 -0.21
N 2.294 3.668 -0.595 0.24
Br 0.159 6.275 -6.653 -0.09
C -0.068 4.705 -5.656 -0.18
C -0.881 3.679 -6.156 -0.10
N -1.098 2.539 -5.510 -0.55
C -0.516 2.364 -4.338 -0.40
C 0.314 3.330 -3.760 0.32
C 0.546 4.535 -4.438 -0.20
C 0.904 3.052 -2.474 0.94
O 0.710 1.999 -1.829 -0.53
O 1.692 4.003 -1.985 -0.23
H -1.369 3.802 -7.115 0.41
H -0.704 1.428 -3.828 0.42
H 1.179 5.307 -4.024 0.61
```

The calculation puts the relative energy (zero: lowest compared OMol25 entry of this formula, charge and spin) at 4.7 kcal/mol. For the total energy, the calculation gives -4831.92215 hartree. Its charge is +2. The value obtained for the lowest unoccupied orbital energy (spin up / spin down) is -8.55 / -8.56 eV. The value obtained for the orbital gap (spin up / spin down) is 5.881 / 5.877 eV. The calculation puts the HOMO energy (spin up / spin down) at -14.4 / -14.4 eV. As for the spin multiplicity: 1.